Record 1
A structure of composition C20H50O6P2SeSi2V. Source: the Open Molecules 2025 dataset; level of theory: ωB97M-V with the def2-TZVPD basis set.

## Properties
- Energy above the lowest of the compared OMol25 structures with the same formula, charge and spin: 0.00 kcal/mol
- 2S+1: 2
- E_tot: -5850.365069 hartree
- Orbital gap (spin up / spin down): 7.57 / 8.61 eV
- Lowest unoccupied orbital energy (spin up / spin down): -0.244 / -0.222 hartree
- <S²>: 0.804
- Maximum force: 3.5 eV/A
- Charge: +2

CARTESIAN COORDINATES (ANGSTROEM)
H  -3.5985  3.6327  3.1013
C  1.6607  3.6434  2.2013
H  -2.9611  -2.0921  -2.7901
H  1.0807  3.5312  1.2865
O  1.0551  1.1901  0.1497
H  -1.9170  -4.6157  -1.2677
P  -1.8339  0.4193  1.3017
C  -2.0678  -2.1219  -3.4196
H  -1.0547  -5.2639  -2.6618
H  -4.5061  2.1488  2.7741
C  -0.3660  -0.4039  2.0222
H  1.7579  -2.2076  -2.9724
H  0.1560  3.0704  -5.5827
O  2.1841  -0.7600  1.0724
H  2.6146  -1.2607  3.0580
H  1.6297  -0.9136  -5.7968
V  -0.1215  0.2919  -0.9324
H  1.4387  -3.8835  -3.4388
H  1.3733  3.7848  -4.5184
H  -3.6572  -2.0049  0.3319
H  4.5314  -0.0316  2.0533
H  -3.9738  0.0687  -1.0305
H  1.7166  3.5702  -6.2363
H  4.4117  1.3550  -4.7347
H  -5.9903  -2.0334  1.2617
C  3.5364  1.3728  -4.0818
C  1.4498  0.0706  -6.2264
C  2.9746  -1.5232  2.0592
C  -2.4870  1.8254  3.4618
Si  1.9322  1.4281  -5.0441
C  -5.1677  -1.5558  1.7910
H  2.5985  2.6546  4.6189
H  -2.3087  -2.7412  -4.2858
H  -5.4965  -0.7593  -0.7753
C  -1.4240  2.4509  4.3415
H  -0.1768  -4.9194  -1.1772
H  -0.4510  1.9850  4.1817
H  0.5862  -2.1451  -0.4208
O  -1.9784  1.7610  2.0685
H  1.6904  -3.2595  1.8806
P  1.1693  0.3763  1.4178
C  4.4206  -1.1049  1.8931
C  -4.1136  -1.1266  0.7930
H  -0.3529  -1.4647  1.7797
O  -3.0428  -0.5025  1.6251
C  2.7458  -2.9959  1.7957
C  -4.6955  -0.2175  -0.2738
H  3.1825  2.2230  1.6498
H  3.9267  3.4138  3.7273
C  2.5076  2.4186  2.4869
C  -0.3024  -1.7412  -0.9203
H  -1.3384  3.5187  4.1401
H  -1.7036  2.3219  5.3864
H  -1.1670  -1.8914  -0.2542
H  -1.8661  -1.1092  -3.7694
H  3.5635  0.4886  -3.4459
O  -1.6829  0.7439  -0.1652
H  3.6060  2.2566  -3.4466
C  -3.7781  2.6125  3.4397
H  4.7587  -1.3434  0.8845
C  1.2242  3.1203  -5.3695
H  -5.1261  0.6808  0.1730
H  0.3913  0.1544  -6.4761
C  3.2833  2.5370  3.7789
H  3.0978  -3.2626  0.7988
O  1.6266  1.2249  2.6380
C  -0.9805  -4.5648  -1.8259
Se  0.5034  0.6069  -2.9483
H  -2.6944  0.8029  3.7892
H  -0.3888  -0.2871  3.1081
H  3.3030  -3.5779  2.5285
H  0.8901  -2.5725  -4.4685
C  1.0248  -2.8741  -3.4295
H  5.0499  -1.6307  2.6093
H  0.9838  3.8352  3.0330
H  -4.1941  2.6444  4.4459
H  -5.5546  -0.6851  2.3215
H  2.0209  0.1449  -7.1552
H  -4.7585  -2.2580  2.5156
H  3.9057  1.6596  3.9528
Si  -0.6054  -2.8358  -2.4685
H  2.3195  4.5025  2.0817

=====

Record 2
A structure of composition C7H15ClI2N2OPPbS. Source: the Open Molecules 2025 dataset; level of theory: ωB97M-V with the def2-TZVPD basis set.

## Properties
- E_tot: -2447.280798 hartree
- Orbital gap (spin up / spin down): 4.26 / 3.70 eV
- Lowest unoccupied orbital energy (spin up / spin down): -0.556 / -0.571 hartree
- Maximum force: 3.7 eV/A
- Charge: +3

CARTESIAN COORDINATES (ANGSTROEM)
I  3.2620  2.0573  0.2604
C  -2.0588  2.5987  -1.0683
C  -0.6931  -3.8212  2.6207
H  0.0826  -5.5329  1.5515
C  1.8399  -0.1702  -2.1037
H  -1.7440  -3.5621  2.7207
Pb  0.7129  0.4236  0.6365
H  -0.3448  4.9472  -0.6931
H  1.3110  2.7670  -2.9520
H  -0.3795  -4.4093  3.4874
H  -0.1373  1.8247  -3.4155
H  -0.2265  3.6131  -3.3191
H  1.0330  -3.8995  -0.2116
C  -0.3727  -4.5637  1.3320
C  0.9652  -2.6614  1.4657
I  -1.3716  -1.2015  -1.0796
H  -2.4258  3.5840  -1.3768
H  -2.3616  2.3912  -0.0338
H  -1.2434  -4.7070  0.6943
H  1.3295  4.2820  -0.5271
H  0.1253  3.9930  0.7539
C  0.2199  2.7124  -2.8829
Cl  -0.6769  1.3490  2.6623
H  -2.4489  1.8062  -1.7162
S  2.3479  -1.6811  1.2307
N  0.6041  -3.7065  0.6918
N  0.1170  -2.6219  2.5196
H  0.1310  -1.8661  3.2108
C  0.2652  4.1136  -0.3280
O  2.3786  -0.6136  -3.0002
P  -0.2401  2.5550  -1.1301

=====

Record 3
An isolated molecule of CH4N2O2. Source: the Open Molecules 2025 dataset; level of theory: ωB97M-V with the def2-TZVPD basis set.

## Properties
- Energy above the lowest of the compared OMol25 structures with the same formula, charge and spin: 68.08 kcal/mol
- E_tot: -300.379151 hartree
- Orbital gap: 10.74 eV
- Lowest unoccupied orbital energy: 0.007 hartree
- Maximum force: 3.9 eV/A
- Charge: 0

CARTESIAN COORDINATES (ANGSTROEM)
O  -0.3058  1.0953  1.1901
N  -1.8584  -0.1210  0.2544
O  1.7540  0.1134  0.1351
H  -1.9545  -0.8873  -0.4136
C  0.5829  -0.2051  -0.4585
N  -0.6716  0.1199  0.5129
H  1.5520  0.8107  0.7957
H  0.5135  -1.2852  -0.6350
H  0.3880  0.3593  -1.3810

=====

Record 4
A cluster of 3 separate species, C16H42OP in total. Source: the Open Molecules 2025 dataset; level of theory: ωB97M-V with the def2-TZVPD basis set.

## Properties
- Energy above the lowest of the compared OMol25 structures with the same formula, charge and spin: 0.00 kcal/mol
- E_tot: -1051.342806 hartree
- Orbital gap: 5.68 eV
- Lowest unoccupied orbital energy: 0.090 hartree
- Maximum force: 0.2 eV/A
- Charge: -1

CARTESIAN COORDINATES (ANGSTROEM)
H  5.1840  1.1200  4.0839
H  -4.6369  -0.0388  -3.4052
H  3.7118  -1.9795  4.4052
H  -3.2227  -1.1246  -6.8215
C  1.0793  0.6454  -0.6828
H  -1.8289  -0.6537  -4.8548
H  2.1029  0.6298  -0.3010
C  -2.5815  -1.4467  -4.7985
H  5.4374  1.6390  5.7471
C  -3.7362  -0.2863  -2.8399
H  -3.7233  -3.9578  -5.3842
H  -3.9023  -3.6284  -7.1052
H  -0.3871  2.3205  -3.3864
C  4.2614  -0.2158  5.5798
H  4.8987  -0.9804  3.6086
O  0.2227  0.5288  5.9095
C  -0.3728  1.6590  -2.5175
P  1.4190  0.1530  4.6574
H  0.2936  0.2557  1.2778
H  2.6242  0.4175  6.8468
C  2.7785  -0.2460  5.9839
H  1.2939  2.6105  -1.5475
C  4.7148  1.1730  5.0702
H  1.8439  1.5710  4.6348
C  0.2498  2.3730  1.0365
H  -5.5716  -1.8155  -6.5722
H  -3.0516  0.5605  -2.9171
H  0.4209  0.4713  3.6229
C  -4.4103  -3.5731  -6.1392
C  -3.6761  -1.1466  -5.8248
H  2.4058  2.6256  0.8179
C  1.6395  2.6536  1.5976
H  -0.4790  2.4738  1.8440
H  0.9379  -1.2296  4.7013
H  -1.1274  2.0166  -1.8153
H  -2.0648  -2.3706  -5.0726
H  -0.0157  3.1208  0.2785
H  -0.6785  0.6625  -2.8499
H  0.5330  1.3152  6.3703
H  1.8858  1.9023  2.3511
C  0.1175  0.9631  0.4632
C  -3.0704  -1.5572  -3.3549
H  0.8753  -0.3713  -1.0385
H  4.8452  -0.4183  6.4871
H  2.5436  -1.2621  6.3325
H  1.7462  1.3028  -2.6174
H  -4.0209  -0.3864  -1.7922
H  -5.2691  -4.2447  -6.1739
H  3.8629  1.8441  4.9658
H  5.3923  -2.0027  4.9610
H  -2.2155  -1.7966  -2.7176
C  1.0064  1.6054  -1.8698
H  1.6864  3.6351  2.0724
C  4.5905  -1.3587  4.5864
C  -4.8358  -2.1415  -5.8318
H  -0.9148  0.8011  0.1343
H  -5.3492  -2.1147  -4.8665
H  -3.7609  -2.4006  -3.2580
H  2.3700  -0.1593  3.5803
H  -4.0720  -0.1425  -5.6521

=====

Record 5
A structure of composition C33H26BCl3F5N4O2PRuS3Si. Source: the Open Molecules 2025 dataset; level of theory: ωB97M-V with the def2-TZVPD basis set.

## Properties
- Energy above the lowest of the compared OMol25 structures with the same formula, charge and spin: 45.20 kcal/mol
- 2S+1: 2
- E_tot: -5468.062320 hartree
- Orbital gap (spin up / spin down): 6.53 / 6.67 eV
- Lowest unoccupied orbital energy (spin up / spin down): 0.078 / 0.073 hartree
- <S²>: 0.761
- Maximum force: 1.5 eV/A
- Charge: -1

CARTESIAN COORDINATES (ANGSTROEM)
H  2.1421  -6.3386  1.7317
H  -5.5052  0.0393  -3.4917
Cl  0.6916  -1.6008  -2.9588
C  -1.4924  1.3014  2.7310
O  1.9133  0.6856  -0.6895
S  -2.1407  -0.6389  0.8347
S  2.2389  -0.4792  2.1438
H  -2.4708  -5.2409  0.6222
F  -0.2188  0.8701  2.6769
Si  0.2750  -2.2716  -1.0144
N  1.3414  -4.4065  2.1896
C  2.5163  1.8451  -4.0104
H  -2.3893  -3.6329  1.3706
N  -0.7370  -4.8408  1.6974
C  3.3938  -1.5936  1.5092
C  0.5265  1.7624  -2.6457
C  -1.7695  2.3581  3.5754
H  5.4478  0.5200  1.2830
H  -1.2405  0.0871  -3.7037
C  0.1096  -3.8705  2.1211
C  -4.0633  2.1882  2.9658
C  -4.5478  0.3150  -3.0662
H  -1.1346  2.9172  -3.3838
H  3.3348  -4.6228  3.1928
F  -5.3303  2.6010  3.0883
H  5.4457  0.1046  -0.4648
C  2.5528  0.6149  -1.8037
C  -0.1056  2.6218  -3.5432
N  3.4437  -2.9226  1.7186
C  4.5355  -3.4182  1.0372
C  -3.2617  1.2818  -1.2795
C  -2.4503  0.6669  1.9552
C  0.5479  2.9295  0.7469
S  -0.3639  -2.2796  2.5818
O  3.6048  0.0336  -2.0410
Cl  -1.5901  -3.1552  -1.3678
H  1.3051  2.1770  0.9245
C  -3.7523  1.1404  2.1216
C  -1.3999  3.6850  -0.4380
B  2.6229  -3.7231  2.7905
H  1.3317  4.2737  2.2152
H  -2.1693  5.5996  0.1386
C  0.5586  4.1105  1.4749
C  1.2670  -5.7141  1.7727
H  -2.7066  -5.0520  2.3830
H  -3.2428  1.7883  -0.3261
H  -0.4880  -6.9017  1.1297
N  4.4639  -1.2482  0.7645
H  2.2825  -2.9501  3.6381
C  -2.1462  0.3395  -3.1714
H  -0.4283  5.9778  1.8600
C  4.8667  0.1133  0.4525
C  -2.0666  0.9857  -1.9353
H  2.3975  3.0436  -5.7879
F  -4.7559  0.5778  1.4319
H  6.0620  -2.3500  -0.1604
C  -1.4027  4.8538  0.3113
F  -3.3595  3.8383  4.5001
H  3.5344  1.5112  -4.1649
H  4.7688  -4.4681  1.0437
C  -0.4247  5.0677  1.2723
H  -5.3989  1.1926  -1.3007
Cl  1.5873  -3.8536  -0.9328
H  3.9752  0.7108  0.3016
H  -2.1577  3.5430  -1.1963
H  0.0802  3.7873  -5.3288
C  -2.1682  -4.6872  1.5068
H  -3.4002  -0.5050  -4.6862
C  0.5738  3.0975  -4.6549
P  -0.3891  1.1216  -1.1612
C  1.8528  1.4180  -2.8698
F  -0.8031  2.9262  4.2981
Ru  0.2140  -0.6512  0.5599
C  -3.3709  0.0086  -3.7331
C  -4.4894  0.9604  -1.8409
C  -0.0197  -5.9955  1.4714
C  5.1734  -2.3862  0.4441
C  -3.0679  2.8149  3.6901
C  1.8795  2.6907  -4.9043
C  -0.4392  2.6999  -0.2123

=====

Record 6
A cluster of 2 separate species, C24H24BNO2 in total. Source: the Open Molecules 2025 dataset; level of theory: ωB97M-V with the def2-TZVPD basis set.

## Properties
- E_tot: -1158.873912 hartree
- Orbital gap: 4.68 eV
- Lowest unoccupied orbital energy: -0.112 hartree
- Maximum force: 1.9 eV/A
- Charge: 0

CARTESIAN COORDINATES (ANGSTROEM)
H  -1.3958  -2.1771  6.0935
B  3.2255  -2.6148  3.7793
C  -4.6775  -1.8601  -5.3897
H  -0.1145  -1.1723  5.3256
C  4.7868  4.0112  -0.9709
C  3.9000  3.5926  -1.9813
C  1.5922  1.3594  -0.0843
H  0.5778  -1.2899  3.2461
C  0.7020  0.9453  -1.0773
H  -3.7171  -2.1765  -3.0937
C  -1.5811  -1.0148  3.0676
C  -0.5880  0.4067  -0.8527
C  -2.5989  -0.5465  2.2018
C  -0.9631  -0.0733  0.4568
H  3.0452  -3.5113  2.9719
C  -0.2455  -0.9727  2.6103
H  3.3068  2.4668  1.7043
C  -0.8832  -1.9429  5.1529
C  2.8625  2.7319  -1.6829
H  -2.1694  -1.7253  -1.2526
H  -2.5457  1.5389  -4.9888
H  1.4514  1.1825  0.9844
H  -1.1409  2.1142  -2.9690
H  4.4034  -2.5805  4.1092
H  -3.6198  -0.5887  2.5689
C  0.0298  -0.5647  1.3228
C  4.5786  3.6035  0.3646
C  -2.4882  0.8753  -4.1211
O  -1.9498  -1.4549  4.3024
O  -4.0012  -0.5708  -5.2755
H  -0.4294  -2.8631  4.7518
C  3.5273  2.7470  0.6763
C  -2.2981  -0.0561  0.9509
H  -5.4087  -2.0107  -4.5795
H  -3.1021  0.3615  0.3426
C  -2.2874  -0.9677  -2.0339
C  2.6847  2.2406  -0.3657
H  2.1520  2.4539  -2.4589
C  -3.1574  -1.2320  -3.0755
H  0.9784  0.9812  -2.1451
H  5.5927  4.7033  -1.2144
C  -1.5170  0.2226  -1.9700
H  5.2253  3.9826  1.1651
C  -1.6714  1.1515  -3.0418
H  -3.9606  -2.6961  -5.4527
N  1.9781  -3.5644  6.0427
H  3.9812  3.9552  -3.0110
H  2.8112  -1.5134  3.3087
H  -5.2050  -1.7517  -6.3404
C  -3.2571  -0.3212  -4.1588
H  1.0685  -0.6564  1.0022
C  2.5128  -3.1577  5.0846

=====

Record 7
A structure of composition ClPb. Source: the Open Molecules 2025 dataset; level of theory: ωB97M-V with the def2-TZVPD basis set.

## Properties
- Energy above the lowest of the compared OMol25 structures with the same formula, charge and spin: 1.27 kcal/mol
- E_tot: -652.774433 hartree
- Orbital gap: 9.30 eV
- Lowest unoccupied orbital energy: -0.263 hartree
- Maximum force: 1.5 eV/A
- Charge: +1

CARTESIAN COORDINATES (ANGSTROEM)
Pb  0.8122  -0.2235  -0.8939
Cl  -0.8122  0.2235  0.8939